Entry P
{"formula": "C3H6N3P", "method": "ωB97M-V with the def2-TZVPD basis set", "elements": ["P", "N", "C", "C", "C", "N", "N", "H", "H", "H", "H", "H", "H"], "xyz": [[2.5733, -0.3083, 0.0612], [1.4093, 0.8795, -0.0913], [-0.3540, 0.4148, -0.0145], [-1.5689, 1.0850, 0.0146], [-2.5151, 0.0975, -0.1774], [-2.0249, -1.1085, -0.2154], [-0.6454, -0.9328, -0.1726], [1.9752, -1.0545, -0.9605], [2.2438, -0.8446, 1.2843], [1.6638, 1.7930, 0.2239], [-1.6302, 2.1049, 0.0698], [-3.5434, 0.1194, -0.2780], [-0.0269, -1.7024, -0.0528]], "smiles": "PNc1ccn[nH]1", "orbital_gap_ev": 9.704, "e_lumo_ha": 0.02289}



Entry Q
{"formula": "C3H6N3P", "method": "ωB97M-V with the def2-TZVPD basis set", "elements": ["C", "C", "C", "N", "N", "N", "P", "H", "H", "H", "H", "H", "H"], "xyz": [[0.3635, 1.2426, -0.0994], [1.8429, 1.6204, 0.0645], [-1.1473, -1.9984, 0.0402], [0.1574, -0.1157, -0.1289], [-0.5223, 2.1344, -0.2810], [-1.0931, -0.4955, -0.1254], [-2.5321, 0.2335, -0.2137], [2.3181, 0.5730, 0.1233], [1.8276, 2.1991, 0.9265], [2.4048, 1.9387, -0.7763], [-1.7529, -2.6102, -0.6234], [-0.1240, -2.4024, 0.1495], [-1.7428, -2.3196, 0.9442]], "orbital_gap_ev": [6.920, 6.918], "e_lumo_ha": [-0.04962, -0.04978]}



Order of stability, best first: entry P, entry Q



Entry P
{"formula": "C3H9NO2", "method": "ωB97M-V with the def2-TZVPD basis set", "elements": ["C", "C", "C", "O", "N", "H", "H", "H", "H", "H", "H", "H", "H", "H", "O"], "xyz": [[2.0496, -0.0705, 0.3467], [0.7005, 0.0969, 1.0234], [-0.2897, 0.5107, 0.0149], [-0.8165, -0.1340, -0.8900], [2.8737, -1.1504, 0.9735], [1.8716, -0.3819, -0.6528], [2.6518, 0.8862, 0.2901], [0.5379, -0.8863, 1.5321], [0.6235, 0.8529, 1.8647], [-0.7486, 1.6201, 0.0559], [3.7122, -1.2916, 0.3837], [3.3058, -0.6291, 1.7665], [-3.8346, 1.5109, -1.4352], [-3.3383, 0.0365, -1.1332], [-4.1410, 0.5230, -1.3345]], "orbital_gap_ev": [8.089, 4.400], "e_lumo_ha": [-0.24172, -0.37390], "multiplicity": 2, "total_charge": 1}



Entry Q
{"formula": "C3H9NO2", "method": "ωB97M-V with the def2-TZVPD basis set", "elements": ["C", "N", "C", "C", "O", "H", "H", "H", "H", "H", "H", "H", "H", "H", "O"], "xyz": [[-1.4546, -1.1953, 0.6987], [-1.3188, 0.1964, 0.1070], [-0.1911, 0.8888, 0.7724], [0.9321, 1.1282, 0.0038], [1.4336, -0.0556, 0.4902], [-2.5133, -1.3336, 0.8214], [-1.1615, -2.0425, 0.0945], [-1.0185, -1.2300, 1.6970], [-1.2005, 0.0137, -0.8796], [-0.3509, 1.0433, 1.8655], [-0.6923, 3.4969, 0.2528], [-1.0587, 3.6614, 0.9070], [1.4651, -0.6865, -2.5778], [1.2211, -0.5880, -0.9867], [0.9192, -1.0244, -1.8393]], "orbital_gap_ev": [8.428, 6.894], "e_lumo_ha": [-0.26728, -0.32041], "multiplicity": 2, "total_charge": 1}



Order of stability, best first: entry P, entry Q



Entry P
{"formula": "C3HCl2N", "method": "ωB97M-V with the def2-TZVPD basis set", "elements": ["N", "C", "C", "C", "Cl", "Cl", "H"], "xyz": [[3.1865, -0.2382, -0.0243], [2.0585, -0.6246, -0.0044], [0.7201, -0.9604, 0.0373], [-0.3097, -0.0899, -0.0467], [-0.2827, 1.5833, 0.0140], [-1.9250, -0.7772, -0.0103], [0.4104, -1.9871, 0.1907]], "smiles": "N#CC=C(Cl)Cl", "orbital_gap_ev": 9.641, "e_lumo_ha": -0.01611}



Entry Q
{"formula": "C3HCl2N", "method": "ωB97M-V with the def2-TZVPD basis set", "elements": ["N", "C", "C", "C", "Cl", "Cl", "H"], "xyz": [[1.0257, -2.2005, 0.8906], [0.5297, -1.2375, 0.4386], [0.3849, 0.2129, 0.3089], [-0.6919, 0.7273, -0.3734], [-1.9517, -0.4062, -0.8729], [-0.7769, 2.3218, -0.8596], [1.4802, 0.5823, 0.4678]], "smiles": "N#CC=C(Cl)Cl", "orbital_gap_ev": 9.681, "e_lumo_ha": -0.01452}



Order of stability, best first: entry P, entry Q



Entry P
{"formula": "C28H42BrN3P2Zn", "method": "ωB97M-V with the def2-TZVPD basis set", "elements": ["C", "C", "C", "C", "N", "C", "C", "C", "C", "C", "C", "C", "C", "C", "Zn", "P", "H", "H", "H", "H", "H", "H", "H", "H", "C", "C", "H", "H", "H", "H", "H", "C", "C", "H", "H", "H", "H", "H", "C", "C", "H", "H", "H", "H", "H", "Br", "P", "C", "C", "H", "H", "H", "H", "H", "C", "C", "H", "H", "H", "H", "H", "C", "C", "H", "H", "H", "H", "H", "N", "C", "C", "N", "C", "H", "H", "H", "H"], "xyz": [[4.9675, -4.7623, -6.7081], [5.4614, -3.7190, -5.9111], [6.7868, -3.2889, -6.0833], [7.5741, -3.9279, -7.0490], [7.0833, -4.9231, -7.7917], [5.8241, -5.3433, -7.6499], [4.6267, -3.1148, -4.9088], [4.0199, -2.5953, -3.9940], [3.2726, -2.0461, -2.9637], [1.9675, -1.6455, -3.2467], [1.2530, -1.0102, -2.2302], [1.9016, -0.8479, -1.0151], [3.1704, -1.2851, -0.7004], [3.8886, -1.9051, -1.7157], [0.6776, 0.3637, -0.0413], [-0.0022, 2.1708, -1.2576], [7.1980, -2.4870, -5.4664], [3.9437, -5.1222, -6.5843], [8.6089, -3.6139, -7.2028], [5.4628, -6.1571, -8.2827], [4.9113, -2.2808, -1.5579], [1.5370, -1.8138, -4.2317], [3.6205, -1.1889, 0.2871], [0.2435, -0.6644, -2.4446], [-0.7205, 3.4488, -0.1587], [-0.4196, 4.9139, -0.4394], [-0.3868, 3.1732, 0.8545], [-1.8048, 3.2602, -0.2006], [-0.9499, 5.5202, 0.3001], [0.6408, 5.1559, -0.3471], [-0.7608, 5.2345, -1.4258], [1.6121, 2.7617, -1.9174], [1.7987, 2.8340, -3.4289], [2.3656, 2.0648, -1.5063], [1.7825, 3.7379, -1.4414], [2.8430, 3.1084, -3.6312], [1.6130, 1.8717, -3.9257], [1.1591, 3.5987, -3.8857], [-1.1554, 2.0921, -2.6841], [-1.7071, 3.4129, -3.2279], [-1.9939, 1.4486, -2.3706], [-0.6174, 1.5485, -3.4772], [-2.3233, 3.1885, -4.1068], [-2.3499, 3.9257, -2.5050], [-0.9228, 4.1057, -3.5523], [1.4962, -1.1922, 1.8170], [4.7329, 1.9579, 1.6368], [3.8163, 3.1447, 0.6217], [4.1337, 4.5801, 1.0777], [2.7386, 2.9124, 0.7166], [4.1275, 2.9865, -0.4259], [3.8733, 5.2968, 0.2919], [3.5693, 4.8578, 1.9762], [5.2044, 4.6939, 1.2992], [3.5603, 1.2690, 2.8355], [4.3297, 0.8612, 4.1058], [3.0480, 0.3795, 2.3831], [2.7850, 2.0282, 3.0652], [3.6354, 0.5347, 4.8894], [5.0187, 0.0311, 3.9075], [4.9074, 1.7116, 4.4856], [5.4206, 0.6945, 0.5142], [6.8820, 0.9972, 0.1523], [4.7833, 0.6835, -0.3816], [5.3329, -0.2867, 1.0067], [7.3447, 0.1208, -0.3062], [6.9641, 1.8133, -0.5687], [7.4648, 1.2550, 1.0424], [-2.9083, -2.0745, -1.0556], [-2.6443, -2.6002, 0.2021], [-1.6010, -1.8643, 0.6919], [-1.2141, -0.9176, -0.2463], [-2.0211, -1.0744, -1.2904], [-3.6307, -2.3783, -1.6994], [-3.1978, -3.4101, 0.6334], [-1.0739, -1.9563, 1.6311], [-2.0444, -0.5163, -2.2177]], "orbital_gap_ev": [5.007, 4.361], "e_lumo_ha": [-0.29019, -0.31547], "total_charge": 2}



Entry Q
{"formula": "C28H42BrN3P2Zn", "method": "ωB97M-V with the def2-TZVPD basis set", "elements": ["C", "C", "C", "C", "N", "C", "C", "C", "C", "C", "C", "C", "C", "C", "Zn", "P", "H", "H", "H", "H", "H", "H", "H", "H", "C", "C", "H", "H", "H", "H", "H", "C", "C", "H", "H", "H", "H", "H", "C", "C", "H", "H", "H", "H", "H", "Br", "P", "C", "C", "H", "H", "H", "H", "H", "C", "C", "H", "H", "H", "H", "H", "C", "C", "H", "H", "H", "H", "H", "N", "C", "C", "N", "C", "H", "H", "H", "H"], "xyz": [[-1.2409, -5.0226, 3.2980], [-2.1625, -4.3321, 2.4851], [-3.5214, -4.6607, 2.6149], [-3.8854, -5.7213, 3.4614], [-2.9884, -6.3904, 4.1836], [-1.6991, -6.0604, 4.1212], [-1.6973, -3.3973, 1.4632], [-0.7312, -3.2287, 0.6017], [0.3613, -3.5048, -0.2777], [1.5310, -2.7205, -0.1973], [2.2536, -2.4599, -1.3439], [1.8356, -2.9719, -2.5914], [0.8356, -3.9694, -2.6065], [0.1634, -4.2899, -1.4397], [-1.9808, -1.8378, 0.4341], [0.7732, 2.6459, 1.2593], [-4.2873, -4.1371, 2.0447], [-0.1805, -4.7787, 3.2763], [-4.9337, -6.0275, 3.5459], [-0.9980, -6.6342, 4.7369], [-0.5918, -5.0728, -1.4282], [1.8050, -2.2564, 0.7477], [0.5814, -4.4585, -3.5453], [3.1137, -1.8024, -1.3048], [1.1905, 3.9696, 0.0256], [0.3977, 5.2738, 0.0508], [1.0886, 3.4753, -0.9543], [2.2650, 4.1713, 0.1628], [0.8353, 5.9656, -0.6812], [-0.6535, 5.1300, -0.2292], [0.4363, 5.7719, 1.0273], [-0.8888, 3.1272, 1.8910], [-1.3639, 2.2001, 3.0136], [-1.5858, 3.0706, 1.0384], [-0.8559, 4.1710, 2.2322], [-2.4306, 2.3694, 3.2014], [-1.2338, 1.1415, 2.7532], [-0.8312, 2.3927, 3.9540], [1.8839, 3.1313, 2.6598], [1.5935, 4.4474, 3.3716], [2.9052, 3.1472, 2.2487], [1.8363, 2.2920, 3.3711], [2.3263, 4.5758, 4.1772], [1.6947, 5.3149, 2.7104], [0.6009, 4.4693, 3.8339], [2.5355, -2.3115, -4.1282], [-1.7684, 0.3657, -2.5784], [-1.6758, 1.7062, -1.3042], [-2.2600, 3.0034, -1.8577], [-0.6173, 1.8219, -1.0192], [-2.2419, 1.3693, -0.4245], [-2.2086, 3.8039, -1.1119], [-1.7304, 3.3465, -2.7565], [-3.3157, 2.8680, -2.1269], [-0.0563, 0.4852, -3.2964], [-0.0508, 0.1462, -4.7865], [0.6172, -0.1809, -2.7383], [0.2985, 1.5140, -3.1396], [0.9550, 0.2923, -5.1976], [-0.3367, -0.8977, -4.9642], [-0.7412, 0.7920, -5.3463], [-1.6884, -1.2021, -1.6984], [-2.8762, -2.0927, -2.0918], [-1.7363, -0.6427, -0.6561], [-0.7193, -1.6969, -1.8478], [-2.7469, -3.1130, -1.7074], [-3.8162, -1.6883, -1.6897], [-2.9706, -2.1536, -3.1858], [4.6187, 0.9982, 0.4425], [5.0766, 0.9580, -0.8668], [3.9463, 0.7824, -1.6450], [2.8353, 0.7091, -0.8333], [3.2618, 0.8374, 0.4158], [5.1835, 1.1099, 1.2769], [6.1135, 1.0433, -1.1438], [3.8793, 0.6856, -2.7186], [2.6698, 0.8226, 1.3278]], "orbital_gap_ev": 3.353, "e_lumo_ha": -0.33658, "total_charge": 2}



Order of stability, best first: entry P, entry Q



Entry P
{"formula": "C8H14O7S", "method": "ωB97M-V with the def2-TZVPD basis set", "elements": ["O", "C", "O", "C", "C", "C", "C", "O", "S", "O", "O", "O", "H", "H", "H", "H", "H", "H", "H", "H", "C", "C", "C", "O", "H", "H", "H", "H", "H", "H"], "xyz": [[1.7367, 2.4574, -4.5318], [0.7758, 2.7020, -3.8689], [-0.3318, 3.3110, -4.4038], [0.6755, 2.4511, -2.3853], [1.5478, 1.2555, -1.9574], [1.0992, 0.4388, -0.7163], [0.6963, -1.0497, -0.9606], [-0.6941, -1.1818, -0.5927], [-1.3519, 0.2270, -0.4683], [-2.2965, 0.3317, 0.5805], [-1.7631, 0.6613, -1.7701], [-0.0268, 0.9724, 0.0099], [-1.0316, 2.6645, -4.5756], [-0.3710, 2.3396, -2.1343], [1.0242, 3.3571, -1.8738], [1.6985, 0.5724, -2.7991], [2.5396, 1.6567, -1.7296], [1.9492, 0.4054, -0.0324], [0.8723, -1.4048, -1.9777], [1.2228, -1.7086, -0.2669], [-0.0458, -2.5293, 4.5828], [-0.4583, -2.2601, 3.1548], [-1.7211, -1.4619, 2.9520], [0.2062, -2.6581, 2.2234], [0.8768, -3.1040, 4.5992], [0.1012, -1.5863, 5.1120], [-0.8305, -3.0843, 5.0995], [-1.6089, -0.4785, 3.4124], [-2.5663, -1.9715, 3.4191], [-1.9245, -1.3247, 1.8994]], "smiles": "O=C(O)CC[C@@H]1COS(=O)(=O)O1.CC(C)=O", "orbital_gap_ev": 10.265, "e_lumo_ha": 0.01937}



Entry Q
{"formula": "C8H14O7S", "method": "ωB97M-V with the def2-TZVPD basis set", "elements": ["C", "C", "O", "C", "O", "O", "H", "H", "H", "H", "C", "C", "O", "C", "O", "O", "H", "H", "H", "H", "C", "S", "O", "C", "H", "H", "H", "H", "H", "H"], "xyz": [[-0.7098, 2.3535, 3.0991], [-0.9503, 1.4514, 1.9133], [0.3826, 0.8554, 1.9076], [1.2128, 1.4731, 2.6504], [2.4513, 1.2746, 2.7078], [0.6178, 2.4089, 3.3942], [-1.2753, 2.0224, 3.9701], [-0.9723, 3.3701, 2.8063], [-1.0681, 2.0172, 0.9890], [-1.7125, 0.7041, 2.1342], [0.7360, -1.3533, 1.5323], [-0.5183, -1.1746, 0.6119], [-0.1174, -1.9148, -0.6000], [1.1665, -2.0289, -0.5701], [1.7316, -2.3758, -1.5320], [1.7351, -1.6717, 0.5448], [0.5494, -2.1808, 2.2168], [1.0098, -0.4702, 2.1096], [-0.4980, -0.1850, 0.1552], [-1.4559, -1.5255, 1.0430], [-0.8833, -0.6350, -4.2381], [-0.1820, 0.7395, -3.2994], [-1.2663, 1.4920, -2.5731], [0.6309, -0.2600, -2.0823], [-1.6622, -0.4320, -4.9730], [-1.2685, -1.3101, -3.4739], [-0.2624, -1.0512, -5.0316], [1.3525, 0.2542, -1.4474], [1.2039, -1.0319, -2.5960], [0.0223, -0.8154, -1.3688]], "orbital_gap_ev": 8.492, "e_lumo_ha": 0.00456}



Order of stability, best first: entry P, entry Q



Entry P
{"formula": "CH8N2S", "method": "ωB97M-V with the def2-TZVPD basis set", "elements": ["N", "C", "N", "H", "H", "H", "H", "H", "H", "S", "H", "H"], "xyz": [[-1.1252, -0.2862, -0.9244], [-0.9924, 0.5826, 0.2627], [-0.9817, -0.2324, 1.4630], [-1.2957, 0.3303, -1.7259], [-0.2097, -0.6148, -1.2123], [-0.0691, 1.1637, 0.2357], [-1.8023, 1.3049, 0.3193], [-1.6753, -0.9503, 1.3528], [-0.0753, -0.6527, 1.6004], [2.4936, -0.2904, 0.0212], [2.6072, -1.1637, -1.0035], [3.1258, 0.8090, -0.3889]], "smiles": "NCN.S", "orbital_gap_ev": 9.805, "e_lumo_ha": 0.02271}



Entry Q
{"formula": "CH8N2S", "method": "ωB97M-V with the def2-TZVPD basis set", "elements": ["N", "C", "N", "H", "H", "H", "H", "H", "H", "S", "H", "H"], "xyz": [[-0.8204, 1.5744, 0.8514], [-0.7954, 0.2946, 1.4898], [-1.9231, -0.6486, 0.8789], [-0.2108, 1.9347, 0.1304], [-1.7028, 1.7815, 0.5022], [0.1695, -0.2731, 1.6192], [-1.1167, 0.3495, 2.6070], [-2.5343, -1.0783, 1.4809], [-2.3868, -0.2351, 0.0002], [3.7076, -0.7411, -3.4929], [3.7922, -2.0884, -3.9059], [3.8208, -0.8701, -2.1613]], "smiles": "NCN.S", "orbital_gap_ev": 9.277, "e_lumo_ha": 0.02806}



Order of stability, best first: entry P, entry Q